{
  "formula": "CH3NO",
  "method": "ωB97M-V/def2-TZVPD",
  "e_lumo_ev": [0.479, -0.393],
  "gap_ev": [10.95, 7.41],
  "e_above_lowest_kcal_mol": 107.20,
  "energy_ha": -169.736760,
  "total_charge": 0,
  "elements": ["C", "N", "O", "H", "H", "H"],
  "positions_angstrom": [[-0.8581, 0.4447, -0.9074], [0.9552, -0.7468, 0.8263], [-1.7774, -0.1141, -1.3027], [-0.0905, 1.1997, -1.1438], [1.3144, 0.1655, 0.8744], [0.4565, -0.9489, 1.6531]]
}